1.
{
  "formula": "C5H6O",
  "method": "ωB97M-V/def2-TZVPD",
  "symbols": ["C", "C", "C", "C", "C", "O", "H", "H", "H", "H", "H", "H"],
  "coordinates": [[-0.904, 1.964, 0.805], [-0.161, 1.019, 0.663], [1.165, 0.298, 0.399], [0.117, -0.717, 0.227], [-0.493, -1.187, -1.077], [0.059, -2.390, -0.907], [-1.447, 2.871, 0.944], [1.893, 0.227, 1.228], [1.588, 0.802, -0.473], [-0.143, -1.219, 1.150], [-0.082, -0.570, -1.904], [-1.593, -1.096, -1.053]],
  "lowdin_charge": [0.20, -0.17, -0.06, -0.11, -0.40, -0.13, 0.05, 0.13, 0.13, 0.14, 0.12, 0.11],
  "homo_lumo_gap_ev": [7.90, 7.90],
  "lumo_ha": [-0.0206, -0.0206],
  "spin_multiplicity": 1,
  "charge": 0
}

2.
{
  "formula": "C18H41CeO2P3",
  "method": "ωB97M-V/def2-TZVPD",
  "symbols": ["Ce", "P", "P", "P", "H", "C", "C", "H", "C", "C", "C", "C", "C", "C", "C", "C", "C", "H", "H", "H", "H", "H", "H", "H", "H", "H", "H", "H", "H", "H", "H", "H", "H", "H", "H", "H", "H", "H", "H", "H", "H", "H", "H", "H", "H", "H", "C", "C", "C", "C", "C", "C", "O", "H", "H", "H", "H", "H", "H", "C", "O", "H", "H", "H", "H"],
  "coordinates": [[-0.631, -0.420, -1.608], [0.587, -2.876, -2.416], [2.156, -0.300, -0.419], [-3.642, -0.164, -1.213], [2.377, 4.122, -1.647], [1.286, 4.201, -1.658], [0.561, 4.316, -0.535], [1.030, 4.347, 0.454], [1.880, -2.625, -3.692], [1.371, -4.102, -1.312], [-0.607, -3.905, -3.344], [2.322, 1.372, 0.313], [2.799, -1.359, 0.930], [3.580, -0.261, -1.570], [-3.056, 1.344, -0.402], [-5.235, -0.610, -0.539], [-3.787, 0.136, -2.994], [0.812, 4.165, -2.644], [-0.529, 4.403, -0.560], [1.467, -2.059, -4.537], [2.240, -3.600, -4.049], [2.725, -2.058, -3.283], [1.550, -5.039, -1.855], [0.696, -4.303, -0.469], [2.321, -3.726, -0.914], [-0.129, -4.838, -3.670], [-0.968, -3.355, -4.223], [-1.465, -4.141, -2.703], [3.389, 1.576, 0.481], [1.790, 1.421, 1.273], [1.915, 2.153, -0.346], [3.856, -1.128, 1.126], [2.707, -2.414, 0.644], [2.213, -1.195, 1.844], [4.373, 0.376, -1.152], [3.245, 0.159, -2.529], [3.973, -1.272, -1.735], [-3.654, 2.186, -0.778], [-1.988, 1.618, -0.549], [-3.241, 1.243, 0.676], [-6.042, -0.291, -1.214], [-5.369, -0.147, 0.448], [-5.287, -1.701, -0.422], [-4.797, -0.188, -3.291], [-3.048, -0.436, -3.586], [-3.676, 1.206, -3.237], [0.436, 1.170, -4.307], [1.247, 0.684, -5.359], [0.784, 0.814, -6.666], [-0.393, 1.524, -6.935], [-1.072, 2.174, -5.901], [-0.634, 2.051, -4.586], [0.593, 0.690, -3.061], [-2.753, -1.269, -0.845], [2.164, 0.139, -5.120], [1.350, 0.359, -7.480], [-0.757, 1.608, -7.961], [-1.953, 2.782, -6.114], [-1.147, 2.539, -3.752], [-0.520, 0.004, 1.980], [-0.911, -0.809, 0.844], [0.394, -0.407, 2.428], [-1.335, 0.025, 2.714], [-0.329, 1.019, 1.612], [-1.461, -1.556, 1.149]],
  "lowdin_charge": [0.95, 0.72, 0.78, 0.88, 0.07, -0.06, -0.08, 0.06, -0.21, -0.23, -0.25, -0.23, -0.22, -0.23, -0.17, -0.15, -0.15, 0.05, 0.04, 0.05, 0.08, 0.03, 0.08, 0.06, 0.04, 0.08, 0.06, 0.05, 0.08, 0.04, 0.01, 0.08, 0.03, 0.04, 0.07, 0.04, 0.05, 0.11, 0.05, 0.09, 0.10, 0.09, 0.09, 0.10, 0.08, 0.10, -0.38, -0.02, -0.05, -0.06, -0.07, -0.05, -0.37, 0.03, 0.11, 0.12, 0.12, 0.12, 0.10, -0.04, -0.31, 0.09, 0.12, 0.09, 0.13],
  "homo_lumo_gap_ev": [5.08, 5.09],
  "lumo_ha": [-0.3899, -0.3897],
  "spin_multiplicity": 2,
  "charge": 3
}

3.
{
  "formula": "C23H31N6O4S3V",
  "method": "ωB97M-V/def2-TZVPD",
  "symbols": ["V", "C", "C", "N", "C", "S", "N", "N", "C", "C", "C", "C", "C", "C", "C", "N", "H", "H", "H", "H", "H", "H", "H", "H", "H", "H", "H", "H", "H", "C", "C", "N", "C", "C", "C", "S", "N", "C", "O", "C", "C", "C", "C", "C", "C", "H", "H", "H", "H", "H", "H", "H", "H", "H", "H", "H", "H", "H", "H", "H", "C", "S", "O", "O", "O", "H", "H", "H"],
  "coordinates": [[-5.856, -1.317, 17.952], [-8.235, 1.499, 22.276], [-6.803, 2.011, 21.956], [-5.888, 0.879, 21.740], [-5.785, -0.023, 20.787], [-6.791, 0.140, 19.353], [-5.017, -1.051, 20.927], [-4.971, -1.818, 19.824], [-4.386, -2.953, 19.887], [-3.871, -3.558, 21.126], [-4.102, -3.557, 18.569], [-3.549, -4.795, 18.366], [-3.245, -5.254, 17.071], [-3.545, -4.425, 16.028], [-4.182, -3.218, 16.263], [-4.450, -2.824, 17.526], [-8.911, 1.573, 21.399], [-8.139, 0.475, 22.700], [-8.700, 2.194, 22.995], [-6.792, 2.682, 21.128], [-6.387, 2.512, 22.809], [-5.441, 0.547, 22.581], [-4.104, -2.929, 21.961], [-4.339, -4.498, 21.358], [-2.785, -3.684, 21.066], [-3.371, -5.474, 19.202], [-2.721, -6.184, 16.884], [-3.217, -4.713, 15.032], [-4.466, -2.535, 15.483], [-1.529, 2.423, 18.856], [-2.902, 2.834, 18.323], [-3.196, 2.279, 16.950], [-2.936, 3.168, 15.790], [-1.496, 3.137, 15.343], [-3.721, 1.113, 16.793], [-3.790, -0.002, 18.217], [-4.042, 0.707, 15.509], [-4.947, -0.186, 15.268], [-5.590, -0.836, 16.213], [-5.259, -0.693, 13.865], [-6.354, -1.540, 13.596], [-6.449, -2.010, 12.335], [-5.515, -1.686, 11.356], [-4.460, -0.873, 11.612], [-4.343, -0.295, 12.897], [-1.291, 3.011, 19.734], [-0.776, 2.595, 18.131], [-1.583, 1.371, 19.167], [-2.956, 3.914, 18.242], [-3.712, 2.534, 18.951], [-3.258, 4.147, 16.073], [-3.598, 2.891, 14.982], [-0.839, 3.617, 16.050], [-1.444, 3.680, 14.408], [-1.175, 2.127, 15.189], [-7.088, -1.774, 14.358], [-7.292, -2.658, 12.109], [-5.629, -2.037, 10.342], [-3.741, -0.635, 10.845], [-3.531, 0.376, 13.111], [-9.298, -2.044, 19.248], [-8.305, -2.414, 17.810], [-9.035, -3.156, 16.866], [-6.967, -2.997, 18.277], [-7.798, -1.069, 17.274], [-9.568, -3.015, 19.670], [-10.174, -1.510, 18.914], [-8.722, -1.450, 19.977]],
  "lowdin_charge": [0.69, -0.07, -0.20, 0.02, -0.69, 0.91, 0.04, -0.15, -0.22, 0.02, -0.22, 0.05, 0.02, 0.00, -0.01, -0.01, 0.07, 0.09, 0.08, 0.10, 0.12, 0.16, 0.08, 0.11, 0.12, 0.14, 0.14, 0.14, 0.11, -0.05, -0.18, -0.06, -0.17, -0.04, -0.52, 0.90, 0.16, -0.33, -0.21, -0.14, -0.02, -0.06, -0.05, -0.04, 0.01, 0.09, 0.06, 0.06, 0.13, 0.08, 0.12, 0.11, 0.07, 0.09, 0.08, 0.12, 0.12, 0.12, 0.12, 0.11, -0.10, 0.57, -0.19, -0.35, -0.45, 0.09, 0.09, 0.03],
  "homo_lumo_gap_ev": [6.06, 5.99],
  "lumo_ha": [-0.3022, -0.3047],
  "spin_multiplicity": 1,
  "charge": 2
}

4.
{
  "formula": "C9H14O2S",
  "method": "ωB97M-V/def2-TZVPD",
  "symbols": ["C", "C", "C", "C", "C", "C", "C", "C", "C", "O", "O", "S", "H", "H", "H", "H", "H", "H", "H", "H", "H", "H", "H", "H", "H", "H"],
  "coordinates": [[-0.522, -0.605, 1.311], [-0.358, -2.059, 1.286], [0.846, -0.310, 0.921], [1.428, -1.312, 0.258], [1.226, 1.209, 0.635], [2.693, 1.095, 0.107], [2.885, -0.051, -0.962], [-2.922, 0.716, 0.658], [-2.308, -0.272, -2.106], [0.776, -2.476, 0.507], [2.570, -1.315, -0.450], [-1.603, -0.494, -0.150], [-0.714, -0.095, 2.220], [-1.072, -2.826, 1.650], [0.419, 1.604, -0.086], [1.344, 1.861, 1.592], [2.818, 2.052, -0.372], [3.366, 0.980, 0.922], [2.143, 0.329, -1.696], [3.822, -0.053, -1.471], [-3.464, 1.102, -0.209], [-3.565, 0.173, 1.428], [-2.511, 1.532, 1.195], [-3.389, -0.633, -2.144], [-2.123, 0.811, -2.402], [-1.785, -0.960, -2.641]],
  "lowdin_charge": [-0.52, -0.11, -0.24, -0.34, -0.11, -0.16, -0.16, -0.23, -0.25, 0.07, 0.04, 0.95, 0.13, 0.13, 0.12, 0.13, 0.10, 0.10, 0.13, 0.11, 0.02, 0.06, 0.01, 0.04, 0.03, -0.05],
  "homo_lumo_gap_ev": [6.89, 7.61],
  "lumo_ha": [-0.0027, 0.0244],
  "spin_multiplicity": 1,
  "charge": 0
}

5.
{
  "formula": "C17H20N6O",
  "method": "ωB97M-V/def2-TZVPD",
  "symbols": ["N", "N", "N", "O", "C", "C", "C", "C", "C", "C", "C", "C", "C", "N", "N", "N", "C", "C", "C", "C", "C", "C", "C", "C", "H", "H", "H", "H", "H", "H", "H", "H", "H", "H", "H", "H", "H", "H", "H", "H", "H", "H", "H", "H"],
  "coordinates": [[0.420, -0.365, -4.668], [0.468, 0.820, -4.027], [0.789, 2.390, 0.356], [-1.034, -2.166, 3.584], [0.306, -1.392, -3.796], [0.404, 0.588, -2.712], [0.760, 1.327, -0.373], [0.162, -2.826, -4.039], [0.268, 1.593, -1.706], [0.362, -0.833, -2.519], [0.101, -3.594, -2.836], [-0.294, 2.818, -1.647], [0.432, -1.634, -1.391], [0.222, -3.025, -1.598], [0.016, 3.219, -0.455], [0.672, -1.193, -0.176], [1.469, 0.014, -0.088], [-0.994, 4.429, 1.334], [0.365, -2.291, 3.384], [-1.633, -0.913, 3.081], [-0.296, 4.553, -0.002], [0.744, -2.251, 1.992], [-0.978, -0.439, 1.804], [-0.222, -1.579, 1.016], [0.240, -3.182, -5.072], [0.096, -4.726, -2.975], [-0.651, 3.258, -2.516], [0.307, -3.626, -0.761], [2.360, 0.042, -0.816], [1.889, 0.252, 0.959], [-1.824, 3.829, 1.098], [-0.332, 3.952, 2.023], [-1.285, 5.408, 1.725], [0.814, -1.371, 3.897], [0.803, -3.117, 3.980], [-1.431, -0.061, 3.765], [-2.745, -1.041, 3.117], [-0.950, 5.028, -0.744], [0.617, 5.042, 0.096], [0.954, -3.321, 1.628], [1.716, -1.824, 1.953], [-0.217, 0.269, 2.082], [-1.690, 0.093, 1.236], [-1.176, -2.156, 0.807]],
  "lowdin_charge": [0.01, 0.05, 0.19, -0.15, -0.27, -0.22, -0.26, 0.02, -0.11, -0.08, -0.10, -0.01, -0.19, 0.11, -0.17, -0.01, -0.08, -0.08, -0.24, -0.16, -0.19, -0.17, -0.13, -0.18, 0.11, 0.13, 0.13, 0.16, 0.17, 0.15, 0.06, 0.06, 0.08, 0.14, 0.14, 0.12, 0.14, 0.13, 0.10, 0.14, 0.10, 0.09, 0.11, 0.17],
  "homo_lumo_gap_ev": 7.38,
  "lumo_ha": 0.0135,
  "spin_multiplicity": 1,
  "charge": 0,
  "smiles": "CCn1cc2c(n1)CN(C1CCOCC1)c1[nH]ccc3nnc-2c1-3"
}

6.
{
  "formula": "C24H19BrCl2N2O6PTi",
  "method": "ωB97M-V/def2-TZVPD",
  "symbols": ["Ti", "O", "Cl", "O", "O", "O", "Br", "C", "C", "C", "C", "C", "N", "C", "O", "O", "H", "H", "H", "N", "C", "C", "C", "C", "C", "C", "P", "C", "C", "C", "C", "C", "C", "C", "C", "C", "C", "C", "C", "H", "H", "H", "H", "H", "H", "H", "H", "H", "H", "H", "H", "H", "H", "H", "H", "Cl"],
  "coordinates": [[-0.597, -0.251, -0.449], [-3.250, 0.243, 2.438], [-2.719, 0.647, 1.193], [-3.356, 1.802, 0.687], [-1.247, 0.880, 1.313], [-2.748, -0.458, 0.209], [0.286, 3.290, -0.195], [-0.884, 2.737, -1.591], [-1.428, 3.675, -2.416], [-2.280, 3.235, -3.466], [-2.468, 1.882, -3.613], [-1.859, 0.985, -2.733], [-1.077, 1.412, -1.667], [-1.858, -0.459, -2.971], [-2.480, -1.037, -3.848], [-1.053, -1.084, -2.102], [-1.203, 4.719, -2.262], [-2.745, 3.949, -4.131], [-3.066, 1.453, -4.406], [1.940, 0.362, 1.767], [3.195, 0.246, 1.196], [4.343, 0.478, 1.970], [5.605, 0.364, 1.430], [5.771, -0.011, 0.098], [4.647, -0.222, -0.676], [3.357, -0.067, -0.163], [1.924, -0.138, -1.290], [2.300, -1.575, -2.355], [1.822, -2.828, -1.981], [2.111, -3.943, -2.752], [2.870, -3.822, -3.907], [3.341, -2.575, -4.291], [3.057, -1.459, -3.519], [2.199, 1.262, -2.425], [1.382, 1.333, -3.556], [1.466, 2.413, -4.415], [2.366, 3.440, -4.154], [3.178, 3.377, -3.033], [3.094, 2.293, -2.168], [1.961, 0.566, 2.754], [1.307, -0.409, 1.574], [4.219, 0.728, 3.017], [6.468, 0.544, 2.059], [6.757, -0.127, -0.331], [4.769, -0.493, -1.718], [1.213, -2.934, -1.093], [1.724, -4.908, -2.452], [3.083, -4.694, -4.511], [3.926, -2.465, -5.195], [3.422, -0.490, -3.838], [0.666, 0.545, -3.760], [0.813, 2.460, -5.277], [2.424, 4.291, -4.821], [3.873, 4.178, -2.816], [3.721, 2.268, -1.286], [0.050, -2.054, 1.047]],
  "lowdin_charge": [0.62, -0.27, 0.70, -0.28, -0.49, -0.39, 0.80, -0.72, -0.14, -0.09, -0.02, -0.21, -0.08, -0.58, 0.05, -0.19, 0.09, 0.09, 0.12, 0.08, -0.32, -0.04, -0.10, -0.10, -0.10, -0.29, 1.08, -0.34, -0.09, -0.07, -0.09, -0.09, -0.10, -0.38, -0.10, -0.07, -0.09, -0.09, -0.11, 0.09, -0.08, 0.10, 0.10, 0.09, 0.10, 0.04, 0.10, 0.10, 0.10, 0.10, 0.11, 0.11, 0.10, 0.10, 0.10, 0.05],
  "homo_lumo_gap_ev": [5.19, 8.52],
  "lumo_ha": [0.0930, 0.0930],
  "spin_multiplicity": 3,
  "charge": -1
}

Which ΔE to the lowest compared entry with this formula, charge and spin belongs to each record? In order, 134.4; 0.0; 17.4; 105.7; 102.8; 66.5 kcal/mol.